Model P:
# C30H84N6O9

9 unconnected molecules or ions with the total composition C30H84N6O9 (ωB97M-V/def2-TZVPD, OMol25).

```
! RIJCOSX wB97M-V def2-TZVPD def2/J DEFGRID3
* xyz 0 1
C -5.80 -24.49 -27.10
O -4.74 -25.40 -26.81
C -3.77 -25.17 -25.73
C -2.72 -26.32 -25.59
C -2.08 -26.15 -24.20
N -1.76 -26.24 -26.69
H -6.50 -24.82 -27.86
H -5.51 -23.45 -27.27
H -6.48 -24.60 -26.26
H -3.38 -24.21 -26.06
H -4.25 -24.93 -24.78
H -3.35 -27.20 -25.75
H -1.24 -26.82 -24.00
H -2.89 -26.41 -23.51
H -1.67 -25.14 -24.08
H -1.28 -25.36 -26.76
H -2.22 -26.25 -27.59
C -10.06 -16.06 -21.35
O -10.54 -17.07 -22.34
C -11.87 -16.75 -22.66
C -12.57 -17.71 -23.71
C -11.82 -18.17 -24.92
N -13.82 -17.21 -24.19
H -10.35 -15.03 -21.57
H -8.98 -16.21 -21.29
H -10.42 -16.32 -20.36
H -12.53 -16.73 -21.80
H -11.83 -15.81 -23.21
H -12.80 -18.55 -23.05
H -12.23 -19.15 -25.18
H -10.83 -18.45 -24.58
H -11.91 -17.40 -25.69
H -14.40 -18.03 -24.14
H -14.29 -16.66 -23.48
C 1.23 -20.83 -21.42
O -0.04 -20.84 -20.71
C -0.07 -21.18 -19.34
C -1.54 -21.58 -19.00
C -2.58 -20.45 -19.39
N -1.77 -21.82 -17.62
H 1.54 -21.85 -21.61
H 2.04 -20.38 -20.84
H 1.02 -20.41 -22.41
H 0.48 -22.08 -19.06
H 0.34 -20.39 -18.71
H -1.94 -22.47 -19.48
H -3.53 -20.41 -18.86
H -2.89 -20.70 -20.41
H -2.16 -19.45 -19.45
H -1.38 -22.75 -17.49
H -2.72 -21.95 -17.30
C -13.86 -10.90 -16.59
O -14.27 -12.22 -16.97
C -15.68 -12.30 -17.37
C -16.55 -12.42 -16.07
C -16.31 -13.76 -15.39
N -17.94 -12.27 -16.42
H -14.38 -10.57 -15.69
H -14.20 -10.13 -17.29
H -12.78 -10.85 -16.43
H -15.97 -11.41 -17.92
H -15.83 -13.18 -17.99
H -16.20 -11.68 -15.35
H -15.24 -13.89 -15.21
H -16.67 -14.53 -16.08
H -16.87 -13.95 -14.48
H -18.22 -11.33 -16.64
H -18.58 -12.62 -15.72
C -18.67 -21.70 -21.65
O -18.68 -20.23 -21.86
C -19.84 -19.53 -21.38
C -21.17 -19.98 -22.13
C -21.13 -19.52 -23.58
N -22.42 -19.50 -21.61
H -17.75 -22.05 -22.11
H -19.40 -22.29 -22.20
H -18.75 -22.04 -20.62
H -19.94 -19.70 -20.31
H -19.83 -18.44 -21.42
H -21.28 -21.06 -22.02
H -21.06 -18.44 -23.74
H -22.07 -19.77 -24.09
H -20.32 -19.88 -24.21
H -22.48 -18.50 -21.76
H -22.33 -19.51 -20.60
C -20.38 -17.69 -30.65
O -21.00 -18.29 -31.75
C -22.07 -17.74 -32.49
C -23.13 -18.88 -32.75
C -24.30 -18.30 -33.51
N -23.55 -19.32 -31.46
H -21.30 -17.53 -30.09
H -19.92 -16.76 -31.00
H -19.72 -18.37 -30.11
H -22.64 -17.02 -31.91
H -21.72 -17.20 -33.37
H -22.72 -19.72 -33.32
H -25.03 -19.06 -33.77
H -23.84 -17.86 -34.40
H -24.83 -17.53 -32.95
H -23.88 -18.54 -30.92
H -22.68 -19.51 -30.98
C -12.20 -20.24 -17.17
C -12.20 -21.23 -16.07
O -10.86 -21.35 -15.63
H -11.38 -20.40 -17.87
H -11.95 -19.30 -16.68
H -13.19 -20.04 -17.57
H -12.47 -22.12 -16.64
H -12.97 -21.04 -15.32
H -10.42 -22.09 -16.05
C -1.32 -14.14 -21.33
C -1.07 -13.68 -19.89
O -1.51 -12.36 -19.82
H -2.37 -14.37 -21.48
H -0.72 -15.05 -21.45
H -0.92 -13.41 -22.03
H 0.01 -13.66 -19.74
H -1.53 -14.25 -19.09
H -1.58 -12.14 -18.88
C -9.11 -19.07 -32.32
C -8.47 -18.14 -31.32
O -7.25 -17.57 -31.76
H -9.55 -19.93 -31.82
H -8.43 -19.48 -33.06
H -9.88 -18.59 -32.92
H -8.19 -18.71 -30.44
H -9.29 -17.43 -31.19
H -6.60 -17.90 -31.13
*
```

Output
Kohn-Sham gap in Ha: 0.353
E_HOMO in eV: -9.18

These are the Mulliken partial charges, in e, on atoms 1 to 2: -0.76 -0.32

Model Q:
# C30H84N6O9

9 unconnected molecules or ions with the total composition C30H84N6O9 (ωB97M-V/def2-TZVPD, OMol25).

```
! RIJCOSX wB97M-V def2-TZVPD def2/J DEFGRID3
* xyz 0 1
C -19.95 7.48 -8.40
O -20.67 6.75 -9.40
C -20.83 5.37 -9.05
C -21.82 4.70 -10.02
C -21.32 4.68 -11.46
N -23.17 5.25 -9.99
H -19.76 8.43 -8.90
H -18.98 7.02 -8.23
H -20.54 7.60 -7.49
H -19.85 4.87 -9.11
H -21.22 5.32 -8.03
H -21.90 3.65 -9.71
H -21.33 5.71 -11.81
H -21.97 4.00 -12.01
H -20.31 4.27 -11.52
H -23.15 6.21 -10.33
H -23.50 5.33 -9.03
C -24.56 10.45 -6.19
O -23.90 10.61 -7.42
C -23.83 9.46 -8.22
C -23.10 9.79 -9.51
C -23.90 10.71 -10.42
N -22.74 8.57 -10.21
H -25.61 10.15 -6.31
H -24.49 11.39 -5.66
H -24.08 9.66 -5.59
H -23.23 8.69 -7.70
H -24.80 8.99 -8.43
H -22.17 10.33 -9.24
H -24.69 10.17 -10.96
H -23.31 11.09 -11.26
H -24.33 11.56 -9.89
H -22.15 8.95 -10.95
H -22.12 8.04 -9.58
C -16.97 8.81 -14.37
O -18.16 9.20 -13.73
C -19.17 8.20 -13.80
C -20.35 8.64 -12.94
C -21.14 9.79 -13.59
N -20.03 9.04 -11.55
H -17.13 8.77 -15.46
H -16.60 7.84 -14.04
H -16.25 9.58 -14.07
H -19.58 8.12 -14.82
H -18.85 7.20 -13.51
H -20.96 7.74 -12.83
H -22.04 10.00 -13.03
H -21.38 9.55 -14.62
H -20.51 10.68 -13.59
H -19.23 9.63 -11.77
H -19.71 8.23 -11.03
C -22.43 6.29 -15.78
O -23.67 6.91 -15.52
C -24.36 6.17 -14.52
C -25.66 6.91 -14.24
C -25.43 8.26 -13.56
N -26.53 6.07 -13.39
H -21.94 6.95 -16.50
H -22.48 5.33 -16.30
H -21.83 6.22 -14.88
H -24.56 5.16 -14.89
H -23.86 6.06 -13.56
H -26.22 7.10 -15.17
H -26.25 8.97 -13.64
H -24.52 8.73 -13.93
H -25.29 8.12 -12.48
H -26.88 5.31 -13.97
H -27.37 6.58 -13.15
C -11.32 4.19 -16.32
O -12.03 5.32 -16.77
C -13.33 4.98 -17.21
C -14.19 6.21 -17.48
C -14.47 6.92 -16.16
N -15.44 5.90 -18.20
H -11.32 3.38 -17.05
H -11.84 3.77 -15.44
H -10.29 4.42 -16.07
H -13.26 4.40 -18.14
H -13.78 4.32 -16.45
H -13.67 6.90 -18.14
H -13.53 6.96 -15.60
H -15.21 6.38 -15.56
H -14.77 7.96 -16.31
H -15.16 5.27 -18.96
H -15.98 5.28 -17.60
C -18.31 11.81 -16.73
O -18.56 12.45 -17.96
C -19.79 12.07 -18.52
C -20.26 13.01 -19.63
C -20.59 14.39 -19.04
N -21.48 12.45 -20.23
H -18.88 12.30 -15.93
H -17.25 11.79 -16.48
H -18.62 10.76 -16.73
H -19.78 11.06 -18.95
H -20.54 12.01 -17.73
H -19.55 13.04 -20.46
H -19.74 14.85 -18.53
H -21.45 14.38 -18.37
H -20.79 15.07 -19.87
H -21.88 13.18 -20.82
H -22.20 12.46 -19.49
C -18.57 5.28 -15.95
C -17.94 3.94 -15.61
O -16.77 3.88 -16.47
H -17.91 6.08 -15.61
H -19.57 5.38 -15.54
H -18.71 5.37 -17.03
H -18.66 3.16 -15.88
H -17.54 3.91 -14.60
H -16.30 3.07 -16.24
C -16.66 7.96 -9.85
C -16.18 8.14 -8.43
O -15.54 9.40 -8.26
H -15.82 8.00 -10.56
H -17.32 8.73 -10.25
H -17.10 6.98 -10.00
H -15.43 7.39 -8.16
H -17.03 8.13 -7.73
H -15.25 9.50 -7.35
C -22.68 9.90 -17.11
C -23.07 11.35 -16.86
O -23.40 11.97 -18.09
H -23.35 9.35 -17.79
H -22.68 9.28 -16.22
H -21.73 9.76 -17.63
H -22.34 11.89 -16.26
H -23.95 11.31 -16.20
H -24.11 12.59 -17.92
*
```

Output
Kohn-Sham gap in Ha: 0.338
E_HOMO in eV: -8.87

These are the Mulliken partial charges, in e, on atoms 1 to 2: -1.16 0.15

List of relative energies, unit kJ/mol: model P 499.3; model Q 0.0

Model P:
# C2H7NO

2 unconnected molecules or ions with the total composition C2H7NO (ωB97M-V/def2-TZVPD, OMol25).

```
! RIJCOSX wB97M-V def2-TZVPD def2/J DEFGRID3
* xyz 0 1
C 1.86 0.83 1.30
O 1.24 1.82 1.59
H 2.43 0.67 0.37
H 1.92 -0.04 1.98
C -1.35 -0.43 -1.23
N -0.38 -0.69 -0.18
H -1.57 -1.32 -1.83
H -2.32 -0.24 -0.83
H -1.08 0.43 -1.82
H 0.09 0.15 0.08
H -0.85 -1.17 0.57
*
```

Output
Kohn-Sham gap in Ha: 0.367
E_HOMO in eV: -9.22

These are the Mulliken partial charges, in e, on atoms 1 to 2: -0.19 -0.39

Model Q:
# C2H7NO

C2H7NO in the gas phase (ωB97M-V/def2-TZVPD, OMol25).

```
! RIJCOSX wB97M-V def2-TZVPD def2/J DEFGRID3
* xyz 0 1
C 1.09 -0.02 1.28
N -0.27 0.06 0.78
C -0.49 0.53 -0.54
O -0.52 -0.49 -1.54
H 1.58 0.94 1.38
H 1.16 -0.45 2.30
H 1.79 -0.61 0.66
H -0.83 -0.77 0.93
H 0.27 1.25 -0.93
H -1.51 0.94 -0.57
H 0.23 -1.08 -1.32
*
```

Output
Kohn-Sham gap in Ha: 0.370
E_HOMO in eV: -9.07

These are the Mulliken partial charges, in e, on atoms 1 to 2: -0.75 -0.34

Model R:
# C2H7NO

2 unconnected molecules or ions with the total composition C2H7NO (ωB97M-V/def2-TZVPD, OMol25).

```
! RIJCOSX wB97M-V def2-TZVPD def2/J DEFGRID3
* xyz 0 1
C -0.08 -1.08 -2.27
C 0.39 -1.98 -1.16
O 0.78 -3.10 -1.31
H -0.34 -1.63 -3.17
H 0.77 -0.43 -2.52
H -0.88 -0.43 -1.90
H 0.41 -1.47 -0.17
N -0.33 2.48 3.36
H -0.98 3.13 2.97
H -0.34 1.64 2.80
H 0.60 2.88 3.37
*
```

Output
Kohn-Sham gap in Ha: 0.393
E_HOMO in eV: -10.00

These are the Mulliken partial charges, in e, on atoms 1 to 2: -0.82 0.18

Model S:
# C2H7NO

A molecular structure, C2H7NO (ωB97M-V/def2-TZVPD, OMol25).

```
! RIJCOSX wB97M-V def2-TZVPD def2/J DEFGRID3
* xyz 0 1
C 1.09 -0.76 0.56
C 1.16 0.45 -0.47
N -0.17 0.20 -0.39
H 2.00 -0.55 1.13
H 0.26 -0.81 1.26
H 1.21 -1.66 -0.04
H 1.60 0.22 -1.44
H 1.66 1.30 0.01
H -3.27 0.74 0.46
H -2.32 0.53 -0.67
O -3.22 0.36 -0.42
*
```

Output
Kohn-Sham gap in Ha: 0.318
E_HOMO in eV: -8.61

These are the Mulliken partial charges, in e, on atoms 1 to 2: -0.82 -0.22

List of relative energies, unit kJ/mol: model P 92.4; model Q 23.3; model R 0.0; model S 377.2

Model P:
# C2H7NO

2 unconnected molecules or ions with the total composition C2H7NO (ωB97M-V/def2-TZVPD, OMol25).

```
! RIJCOSX wB97M-V def2-TZVPD def2/J DEFGRID3
* xyz 0 1
C 1.05 -1.04 -0.17
C 1.33 0.24 0.05
N 0.45 1.31 0.10
H 0.04 -1.33 -0.44
H 1.81 -1.80 -0.12
H 2.36 0.51 0.24
H -0.47 1.12 -0.28
H 0.84 2.16 -0.27
O -2.35 -0.18 -0.01
H -1.80 -0.63 0.63
H -3.24 -0.35 0.26
*
```

Output
Kohn-Sham gap in Ha: 0.337
E_HOMO in eV: -8.27

These are the Mulliken partial charges, in e, on atoms 1 to 2: -0.81 0.13

Model Q:
# C2H7NO

2 unconnected molecules or ions with the total composition C2H7NO (ωB97M-V/def2-TZVPD, OMol25).

```
! RIJCOSX wB97M-V def2-TZVPD def2/J DEFGRID3
* xyz 0 1
C 1.26 -1.02 -0.41
C 1.28 0.15 0.32
N 0.21 1.08 0.55
H 0.29 -1.28 -0.65
H 2.10 -1.75 -0.68
H 2.33 0.62 0.66
H -0.76 0.75 0.19
H 0.40 2.04 0.48
O -2.52 0.08 -0.34
H -1.89 -0.55 -0.76
H -2.70 -0.12 0.64
*
```

Output
Kohn-Sham gap in Ha: 0.334
E_HOMO in eV: -8.24

These are the Mulliken partial charges, in e, on atoms 1 to 2: -0.75 0.24

Model R:
# C2H7NO

2 unconnected molecules or ions with the total composition C2H7NO (ωB97M-V/def2-TZVPD, OMol25).

```
! RIJCOSX wB97M-V def2-TZVPD def2/J DEFGRID3
* xyz 0 1
C -0.14 1.87 1.13
C 0.07 0.57 0.96
O -0.89 -0.29 0.50
H 0.59 2.39 1.73
H -0.82 2.49 0.57
H 0.95 0.08 1.36
H -0.48 -0.98 -0.04
N 0.80 -1.56 -1.91
H 0.48 -1.08 -2.74
H 0.04 -2.09 -1.49
H 1.45 -2.27 -2.21
*
```

Output
Kohn-Sham gap in Ha: 0.358
E_HOMO in eV: -8.95

These are the Mulliken partial charges, in e, on atoms 1 to 2: -0.68 0.09

List of relative energies, unit kJ/mol: model P 0.0; model Q 93.3; model R 48.3